207
Properties=species:S:1:pos:R:3:lowdin_charge:R:1 method="wB97M-V/def2-TZVPD" homo_ev=-9.938 orbital_gap_ev=10.239 lumo_ev=0.30
C 12.958 11.555 14.195 -0.21
C 11.665 11.401 13.371 -0.23
C 10.471 11.694 14.299 -0.21
S 10.914 10.625 15.664 0.67
O 10.329 9.331 15.335 -0.33
O 10.672 11.217 16.956 -0.33
C 12.666 10.597 15.342 -0.23
H 13.105 12.567 14.519 0.10
H 13.817 11.208 13.605 0.10
H 11.495 10.346 13.068 0.13
H 11.589 12.095 12.548 0.09
H 9.588 11.298 13.842 0.10
H 10.486 12.703 14.720 0.10
H 12.872 9.611 14.905 0.12
H 13.161 10.751 16.308 0.08
C 19.434 8.969 11.490 -0.21
C 20.920 8.906 11.816 -0.21
C 21.088 9.963 12.921 -0.24
S 20.337 11.399 12.292 0.63
O 21.291 12.022 11.392 -0.34
O 19.705 12.284 13.188 -0.29
C 19.163 10.440 11.218 -0.19
H 18.880 8.551 12.305 0.10
H 19.271 8.347 10.563 0.14
H 21.510 9.094 10.915 0.12
H 21.310 7.948 12.151 0.12
H 22.109 10.193 13.169 0.10
H 20.471 9.659 13.815 0.11
H 19.474 10.680 10.235 0.08
H 18.127 10.783 11.452 0.11
C 20.217 20.224 9.931 -0.22
C 19.150 20.903 9.122 -0.24
C 18.303 21.749 9.996 -0.22
S 18.258 20.883 11.598 0.66
O 16.976 20.211 11.741 -0.34
O 18.722 21.615 12.732 -0.31
C 19.558 19.749 11.183 -0.26
H 21.004 20.862 10.282 0.11
H 20.742 19.387 9.484 0.11
H 18.497 20.096 8.730 0.12
H 19.520 21.419 8.246 0.12
H 17.369 22.054 9.555 0.10
H 18.873 22.692 10.282 0.13
H 18.987 18.861 11.018 0.04
H 20.125 19.602 12.185 0.11
C 22.508 17.965 18.872 -0.21
C 22.313 17.360 20.281 -0.23
C 22.904 15.990 20.188 -0.27
S 24.426 16.130 19.294 0.69
O 24.526 15.032 18.340 -0.35
O 25.541 16.343 20.192 -0.32
C 23.996 17.714 18.462 -0.18
H 22.360 19.028 18.849 0.07
H 21.887 17.438 18.258 0.06
H 21.346 17.266 20.701 0.07
H 22.944 17.910 21.033 0.14
H 22.230 15.288 19.679 0.08
H 23.125 15.546 21.128 0.10
H 24.052 17.653 17.379 0.06
H 24.677 18.484 18.833 0.10
C 15.886 11.164 17.169 -0.19
C 16.868 12.324 16.723 -0.17
C 17.506 11.791 15.457 -0.24
S 17.182 10.054 15.246 0.63
O 18.391 9.272 15.028 -0.34
O 16.199 9.875 14.222 -0.32
C 16.568 9.837 16.845 -0.25
H 14.942 11.290 16.590 0.09
H 15.701 11.147 18.187 0.08
H 17.637 12.617 17.478 0.11
H 16.257 13.189 16.476 0.09
H 18.508 11.931 15.243 0.05
H 16.967 12.164 14.549 0.06
H 17.496 9.761 17.497 0.14
H 15.916 8.932 16.981 0.13
C 24.176 20.084 11.764 -0.11
C 24.189 18.777 12.464 -0.25
C 22.971 17.915 12.155 -0.20
C 22.977 17.399 10.808 -0.25
N 23.145 17.045 9.741 0.17
H 24.684 20.819 12.361 0.07
H 23.166 20.444 11.646 0.05
H 24.607 19.992 10.727 0.10
H 24.153 18.965 13.529 0.10
H 25.127 18.282 12.236 0.12
H 22.071 18.514 12.182 0.08
H 22.875 17.089 12.874 0.07
C 21.664 12.459 15.956 -0.07
C 21.530 13.994 15.986 -0.23
C 22.810 14.795 15.673 -0.19
C 22.562 16.195 15.629 -0.22
N 22.268 17.282 15.667 0.22
H 21.901 12.060 14.979 0.05
H 20.813 11.901 16.356 0.07
H 22.494 12.289 16.669 0.09
H 21.195 14.290 17.014 0.12
H 20.861 14.386 15.284 0.07
H 23.127 14.346 14.710 0.09
H 23.609 14.609 16.410 0.10
C 21.611 20.683 14.942 -0.12
C 22.282 20.529 16.273 -0.28
C 22.471 21.830 17.071 -0.16
C 21.358 22.861 16.913 -0.20
N 20.415 23.516 16.905 0.15
H 21.981 21.536 14.355 0.09
H 20.556 20.723 15.075 0.05
H 21.615 19.742 14.300 0.07
H 23.245 19.937 16.220 0.12
H 21.703 19.884 16.947 0.08
H 23.405 22.243 16.776 0.10
H 22.617 21.567 18.097 0.07
C 18.010 13.393 8.884 -0.11
C 19.221 14.010 9.482 -0.27
C 19.606 15.333 8.841 -0.19
C 18.805 16.463 9.223 -0.19
N 17.971 17.255 9.505 0.16
H 17.718 12.511 9.476 0.06
H 18.216 13.123 7.859 0.08
H 17.054 14.031 8.901 0.10
H 20.023 13.317 9.339 0.09
H 19.182 14.134 10.564 0.12
H 19.655 15.282 7.730 0.14
H 20.620 15.560 9.210 0.11
C 12.727 14.758 17.031 -0.09
C 13.259 16.094 16.463 -0.25
C 12.114 16.879 15.829 -0.21
C 11.541 16.161 14.692 -0.26
N 11.093 15.603 13.795 0.15
H 12.680 14.751 18.108 0.06
H 13.448 13.964 16.743 0.06
H 11.753 14.378 16.715 0.07
H 14.012 16.033 15.663 0.06
H 13.788 16.691 17.223 0.11
H 12.520 17.852 15.485 0.11
H 11.271 17.157 16.539 0.14
C 18.917 19.254 19.636 -0.09
C 18.579 20.764 19.778 -0.23
C 19.715 21.715 19.224 -0.17
C 20.939 21.356 19.992 -0.24
N 21.844 21.134 20.678 0.17
H 18.773 18.834 18.639 0.06
H 18.152 18.786 20.256 0.06
H 19.953 18.998 20.028 0.07
H 18.492 21.015 20.842 0.11
H 17.710 20.954 19.248 0.08
H 19.420 22.761 19.344 0.11
H 19.771 21.400 18.173 0.09
C 14.325 12.504 9.340 -0.09
C 13.436 12.593 10.610 -0.25
C 14.037 13.583 11.514 -0.24
C 15.254 13.208 12.165 -0.20
N 16.249 12.895 12.704 0.20
H 14.372 13.489 8.834 0.09
H 13.829 11.829 8.710 0.05
H 15.329 12.162 9.489 0.05
H 13.407 11.595 11.179 0.13
H 12.479 12.936 10.231 0.12
H 13.404 13.798 12.430 0.12
H 14.224 14.582 11.069 0.13
C 13.119 21.013 11.725 -0.10
C 13.734 19.950 12.681 -0.24
C 14.092 18.712 11.844 -0.18
C 14.423 17.575 12.746 -0.17
N 14.600 16.705 13.488 0.17
H 13.818 21.268 10.942 0.07
H 13.110 21.909 12.325 0.07
H 12.156 20.824 11.327 0.06
H 12.994 19.783 13.480 0.10
H 14.696 20.370 13.124 0.12
H 14.990 18.990 11.301 0.09
H 13.341 18.366 11.137 0.12
C 19.292 17.033 13.576 -0.04
C 18.896 18.325 14.467 -0.19
C 17.571 17.961 15.147 -0.16
C 17.687 16.818 16.090 -0.17
N 17.596 15.928 16.789 0.19
H 18.609 17.085 12.743 0.06
H 19.170 16.101 14.094 0.06
H 20.244 17.179 13.229 0.01
H 18.943 19.203 13.857 0.05
H 19.699 18.364 15.190 0.07
H 16.922 17.632 14.370 0.07
H 17.110 18.793 15.665 0.12
C 25.038 11.549 10.910 -0.10
C 24.993 12.898 10.200 -0.23
C 23.636 13.623 10.204 -0.20
C 23.359 14.309 11.431 -0.21
N 23.156 14.783 12.460 0.20
H 26.088 11.240 10.882 0.08
H 24.412 10.813 10.372 0.08
H 24.673 11.538 11.885 0.04
H 25.120 12.704 9.119 0.11
H 25.787 13.547 10.648 0.13
H 22.798 12.987 9.943 0.10
H 23.621 14.369 9.470 0.08
C 16.436 15.310 21.885 -0.09
C 16.294 15.655 20.350 -0.20
C 17.262 14.748 19.571 -0.22
C 18.709 14.978 19.838 -0.19
N 19.758 15.134 20.285 0.18
H 15.612 15.683 22.396 0.04
H 17.318 15.820 22.250 0.07
H 16.502 14.272 22.122 0.07
H 16.377 16.733 20.121 0.11
H 15.293 15.279 20.088 0.10
H 17.155 14.806 18.527 0.01
H 17.128 13.696 19.815 0.11